[1]
ORCA calculation (wB97M-V/def2-TZVPD) on a molecular structure, C20H12Cl9IN2O3STc.

The geometry in ORCA input format:
```
! wB97M-V def2-TZVPD RIJCOSX def2/J DEFGRID3
* xyz 0 4
Tc -0.34 -0.03 -0.53
Cl 1.45 3.14 6.18
C 0.95 2.62 4.62
C 1.70 1.68 3.92
Cl 3.13 1.04 4.61
C 1.29 1.27 2.65
Cl 2.22 0.11 1.79
C 0.13 1.77 2.06
O -0.28 1.43 0.85
C -0.61 2.72 2.79
Cl -2.04 3.36 2.08
C -0.21 3.14 4.05
Cl -1.15 4.30 4.91
Cl -0.23 -1.96 1.36
C -1.30 -3.08 0.54
C -2.08 -3.91 1.32
C -2.92 -4.81 0.69
C -2.97 -4.86 -0.69
C -2.17 -4.01 -1.45
Cl -2.28 -4.11 -3.17
C -1.30 -3.09 -0.85
S -0.26 -2.04 -1.80
H -2.03 -3.85 2.40
H -3.55 -5.47 1.28
H -3.62 -5.55 -1.20
I -2.35 2.65 -1.83
C -0.84 1.20 -2.15
H 0.05 1.75 -2.43
H -1.17 0.61 -3.00
N -3.21 -0.81 -2.22
C -3.47 -0.63 -0.91
C -4.80 -0.77 -0.45
C -5.09 -0.54 0.86
C -4.07 -0.18 1.74
C -2.80 -0.06 1.24
N -2.47 -0.29 -0.06
H -3.95 -1.19 -2.79
H -2.26 -1.03 -2.51
H -5.56 -1.05 -1.16
H -6.11 -0.64 1.21
H -4.25 0.03 2.78
H -1.99 0.23 1.88
Cl 1.97 3.40 -2.56
C 2.03 2.54 -1.00
Cl 3.15 3.34 0.12
C 2.47 1.09 -1.25
O 3.56 0.82 -1.65
O 1.53 0.19 -1.04
H 1.04 2.60 -0.56
*
```

Calculated values
Relative energy (zero: lowest compared OMol25 entry of this formula, charge and spin), kcal/mol: 2.25
HOMO-LUMO gap (alpha / beta), eV: 8.009 / 7.149
E_HOMO (alpha / beta), Eh: -0.317 / -0.323
Lowest unoccupied orbital energy (alpha / beta), eV: -0.62 / -1.63

These are the natural (NBO) partial charges, in e, on atoms 1 to 8: 1.139 0.061 -0.107 -0.054 0.066 -0.147 0.066 0.362



[2]
ORCA calculation (wB97M-V/def2-TZVPD) on 2 unconnected molecules or ions with the total composition C6H16NO4PS.

The geometry in ORCA input format:
```
! wB97M-V def2-TZVPD RIJCOSX def2/J DEFGRID3
* xyz 0 1
C -2.38 2.40 -1.32
C -1.01 -2.91 1.19
C 2.42 0.33 1.78
C 1.89 1.78 -0.18
C -2.23 1.42 -0.23
C -0.58 -2.60 -0.22
N 2.60 0.59 0.30
O 0.44 -0.38 -2.03
O 3.66 -1.60 -0.25
O -1.08 0.63 -0.28
O -1.49 -1.76 -0.92
P -1.04 -0.34 -1.70
S 3.16 -0.37 -0.86
H -2.84 1.90 -2.14
H -3.08 3.17 -1.00
H -1.33 2.86 -1.50
H -1.30 -1.99 1.82
H -1.85 -3.64 1.15
H -0.27 -3.40 1.61
H 2.33 -0.78 2.03
H 3.04 0.83 2.47
H 1.37 0.64 1.93
H 0.76 1.72 -0.15
H 2.05 2.72 0.30
H 2.28 1.94 -1.15
H -3.04 0.76 -0.20
H -2.19 1.87 0.73
H -0.69 -3.56 -0.72
H 0.39 -2.24 -0.45
*
```

Calculated values
Relative energy (zero: lowest compared OMol25 entry of this formula, charge and spin), kcal/mol: 58.36
HOMO-LUMO gap (alpha / beta), eV: 6.585 / 4.271
E_HOMO (alpha / beta), Eh: -0.296 / -0.253
Lowest unoccupied orbital energy (alpha / beta), eV: -1.47 / -2.62

These are the natural (NBO) partial charges, in e, on atoms 1 to 8: -0.643 -0.612 -0.428 -0.450 -0.075 -0.070 -0.586 -1.119



Q: The highest relative energy (zero: lowest compared OMol25 entry of this formula, charge and spin) belongs to which entry?
A: C6H16NO4PS



Q: Number 1 is which compound?
A: C20H12Cl9IN2O3STc



Repeat the second record exactly.
ORCA calculation (wB97M-V/def2-TZVPD) on 2 unconnected molecules or ions with the total composition C6H16NO4PS.

The geometry in ORCA input format:
```
! wB97M-V def2-TZVPD RIJCOSX def2/J DEFGRID3
* xyz 0 1
C -2.38 2.40 -1.32
C -1.01 -2.91 1.19
C 2.42 0.33 1.78
C 1.89 1.78 -0.18
C -2.23 1.42 -0.23
C -0.58 -2.60 -0.22
N 2.60 0.59 0.30
O 0.44 -0.38 -2.03
O 3.66 -1.60 -0.25
O -1.08 0.63 -0.28
O -1.49 -1.76 -0.92
P -1.04 -0.34 -1.70
S 3.16 -0.37 -0.86
H -2.84 1.90 -2.14
H -3.08 3.17 -1.00
H -1.33 2.86 -1.50
H -1.30 -1.99 1.82
H -1.85 -3.64 1.15
H -0.27 -3.40 1.61
H 2.33 -0.78 2.03
H 3.04 0.83 2.47
H 1.37 0.64 1.93
H 0.76 1.72 -0.15
H 2.05 2.72 0.30
H 2.28 1.94 -1.15
H -3.04 0.76 -0.20
H -2.19 1.87 0.73
H -0.69 -3.56 -0.72
H 0.39 -2.24 -0.45
*
```

Calculated values
Relative energy (zero: lowest compared OMol25 entry of this formula, charge and spin), kcal/mol: 58.36
HOMO-LUMO gap (alpha / beta), eV: 6.585 / 4.271
E_HOMO (alpha / beta), Eh: -0.296 / -0.253
Lowest unoccupied orbital energy (alpha / beta), eV: -1.47 / -2.62

These are the natural (NBO) partial charges, in e, on atoms 1 to 8: -0.643 -0.612 -0.428 -0.450 -0.075 -0.070 -0.586 -1.119